1.
One molecule with the formula C10H14N2, computed with ωB97M-V/def2-TZVPD.

The geometry in XYZ format:
```
26
Properties=species:S:1:pos:R:3
C 0.43 -0.84 -2.06
C 0.80 0.62 -2.40
C -0.65 -1.18 -1.07
C 1.22 1.22 -1.03
C -1.27 0.14 2.42
C 0.41 -1.08 1.36
C 0.23 0.20 2.27
C -1.59 0.36 1.00
C -0.44 -0.39 0.26
C 0.27 0.93 0.05
N 0.53 1.34 1.39
N -0.69 1.80 0.73
H 0.35 -1.26 -3.09
H 1.26 -1.34 -1.40
H 1.74 0.72 -3.07
H 0.00 1.09 -2.84
H -1.52 -0.86 -1.55
H -0.67 -2.19 -1.02
H 2.25 0.72 -0.86
H 1.36 2.38 -0.90
H -1.81 -0.82 2.64
H -1.72 1.03 2.87
H 1.40 -1.21 0.95
H -0.06 -1.93 1.67
H 0.64 0.19 3.26
H -2.48 0.36 0.44
```

Calculated values
Spin multiplicity = 1
Charge = 0
SMILES = C1CC[C@@]23N4[C@H]5C[C@@H](N42)[C@]3(C1)C5
Kohn-Sham gap = 9.56 eV
Lowest unoccupied orbital energy = 0.032 Eh

***

2.
One molecule with the formula C10H14N2, computed with ωB97M-V/def2-TZVPD.

The geometry in XYZ format:
```
26
Properties=species:S:1:pos:R:3
C -2.51 1.10 0.60
C -2.55 -0.20 1.07
C 1.53 -1.35 -0.60
C -1.80 -0.23 -1.16
C -1.74 1.17 -0.56
C -1.79 -1.08 0.14
C 0.22 -0.02 0.70
C 1.57 -0.04 0.09
C 2.50 -0.08 1.32
C 1.91 1.05 -1.00
N 0.45 -1.99 -0.38
N -0.32 -1.23 0.44
H -2.96 1.85 1.17
H -3.21 -0.73 1.78
H 2.19 -1.87 -1.21
H -2.69 -0.21 -1.74
H -1.14 -0.54 -1.98
H -1.63 2.00 -1.13
H -2.31 -1.95 -0.13
H 0.04 0.72 1.48
H 2.34 0.81 2.09
H 3.62 -0.15 1.01
H 2.34 -0.94 1.79
H 2.86 1.63 -0.68
H 1.02 1.69 -1.13
H 2.09 0.59 -1.99
```

Calculated values
Spin multiplicity = 1
Charge = 0
Kohn-Sham gap (spin up / spin down) = 6.54 / 7.32 eV
Lowest unoccupied orbital energy (spin up / spin down) = 0.007 / 0.019 Eh

***

Least stable = 2